(1)
Entry from the Open Molecules 2025 dataset: C29H51BeClKLiN6O10P as an isolated structure at a distorted geometry (ωB97M-V/def2-TZVPD).

```
101
Properties=species:S:1:pos:R:3:forces:R:3
C -0.42274 5.31980 -1.63885 -0.2 -0.8 0.0
C -1.28032 4.69638 -0.38732 -1.6 -2.3 3.0
C -2.63225 5.33460 0.28470 1.0 -3.1 1.4
C -3.43467 4.58133 1.54459 3.5 -1.0 -2.5
C -2.90867 3.12629 2.18188 1.3 1.9 -2.9
C -3.81070 2.47760 3.37526 -0.5 1.4 0.7
C -4.32465 3.75636 4.32414 1.4 -0.4 0.5
C -3.04460 1.45732 4.39509 -1.0 -1.4 -1.0
C -1.56150 2.50207 1.49195 -1.6 4.1 -0.7
O -1.02625 1.20688 1.93072 2.3 5.2 6.7
C 0.26131 1.38026 2.63849 2.1 1.4 2.3
C 1.13570 0.00475 2.81754 -0.6 0.6 -0.8
C 2.28865 0.20436 4.01266 6.2 1.3 4.6
N 3.25090 0.24963 4.90638 -8.1 -1.0 -6.8
C 1.97527 -0.45486 1.47486 0.2 -0.3 -0.9
C 1.30255 0.01419 0.05436 -5.9 0.4 -6.0
N 0.48222 0.22463 -0.95522 10.8 -2.2 7.8
P 0.05819 -1.48382 3.34811 0.4 -2.2 1.0
C -0.88609 -1.11257 5.00042 -0.2 0.9 0.7
C -1.13810 -2.02328 1.96004 -1.1 0.5 -1.2
C -0.75822 3.24905 0.24486 -3.0 2.0 0.9
H 0.40602 4.51053 -1.92467 -1.7 1.9 0.8
H 0.08056 6.37067 -1.38161 -1.3 -2.5 -0.4
H -1.11276 5.39693 -2.60441 1.4 0.1 2.2
H -3.07572 6.36067 -0.13182 1.2 -2.5 1.2
H -4.40787 5.13676 1.90716 2.3 -1.4 -0.6
H -4.80314 2.02805 2.89465 2.3 0.5 1.0
H -5.16121 4.39604 3.81383 1.7 -1.2 1.2
H -4.65410 3.32022 5.38305 0.3 0.9 -2.5
H -3.32828 4.37449 4.54996 -2.4 -0.8 -0.7
H -3.05271 0.38480 3.87000 0.3 2.3 1.2
H -3.72363 1.31927 5.36401 1.7 0.5 -2.1
H -1.94202 1.74991 4.65337 -2.3 -0.3 -0.5
H 0.97554 2.17915 2.15031 -1.7 -1.4 0.6
H 0.03054 1.77795 3.72998 0.5 -0.8 -2.2
H 2.06279 -1.63286 1.48462 -0.4 2.3 -0.3
H 3.09501 -0.05396 1.48502 -2.1 -0.2 0.2
H -2.04942 -1.25642 4.90514 2.4 0.6 0.1
H -0.52947 -1.81636 5.88740 -0.5 1.4 -2.2
H -0.57855 0.00077 5.28328 -1.0 -2.3 -0.4
H -1.94329 -1.22270 1.65615 1.2 -1.7 0.9
H -0.49441 -2.23297 0.97669 -1.3 0.1 2.2
H -1.75089 -2.98934 2.30021 1.7 2.1 -0.7
H 0.20268 2.74836 -0.22561 -2.1 1.1 1.2
C -1.64141 7.23353 2.83424 4.0 -4.2 4.5
O -0.50615 7.52203 2.48794 2.2 -0.2 -0.1
O -2.67577 7.71443 2.35727 -2.6 4.7 -5.0
O -1.93151 6.41589 3.71510 -1.0 -2.4 2.0
C 1.10232 -2.65642 -2.19059 0.1 0.2 -0.2
N 0.85670 -4.10163 -2.44490 -0.2 -1.1 -0.6
O 1.15643 -4.53873 -3.56201 -0.7 0.5 1.8
O 0.36990 -4.75645 -1.51572 0.7 0.8 -1.3
H 1.53028 -2.20727 -3.08934 -0.1 -0.2 0.2
H 0.14194 -2.19631 -1.94940 0.2 -0.2 0.0
H 1.79950 -2.58296 -1.35348 -0.2 -0.1 -0.1
Li -3.26349 2.14531 -0.17925 -0.6 1.9 0.1
K -1.31322 0.46879 0.19947 -4.5 -4.4 -6.6
Be 4.02769 1.44451 3.43817 -0.4 -0.1 -0.3
C 5.87355 4.89445 1.75300 0.2 0.2 0.1
O 5.94114 3.54525 2.17635 0.3 -0.5 0.4
H 4.94771 5.04520 1.19294 0.1 -0.1 0.1
H 5.87986 5.55196 2.62583 -0.1 0.2 -0.2
H 6.72716 5.11834 1.10860 -0.1 0.2 0.0
H 6.77229 3.44188 2.67012 -0.4 0.0 -0.3
C 5.99474 -4.77563 -2.17327 -0.9 -0.5 -0.1
O 5.67989 -3.67951 -1.72643 -0.2 -0.5 -0.2
N 5.12410 -5.81138 -2.43636 1.2 1.3 0.2
C 5.57539 -7.08147 -2.96590 0.1 0.0 0.3
C 3.71187 -5.62502 -2.17522 0.2 0.3 0.1
H 7.04314 -5.02205 -2.40692 -0.1 -0.1 0.0
H 5.08091 -7.26083 -3.92496 0.1 -0.2 0.1
H 5.30763 -7.87395 -2.26129 0.3 0.2 -0.4
H 6.65867 -7.08448 -3.11461 -0.1 0.2 0.0
H 3.34804 -4.78231 -2.77082 0.0 -0.2 0.1
H 3.57369 -5.39257 -1.11498 -0.2 0.0 -0.1
H 3.14957 -6.52696 -2.43100 0.2 0.1 0.0
Cl -1.61641 8.84390 1.16845 -2.9 1.5 -1.7
C 1.71494 -9.53428 -3.08027 -0.2 0.1 0.2
C 3.18725 -9.69863 -3.33233 0.8 -0.1 0.1
O 4.03382 -9.32029 -2.52554 -0.8 -0.6 -0.2
N 3.57929 -10.28815 -4.49769 -0.1 0.4 0.7
C 2.75317 -10.79708 -5.56628 0.4 -0.1 -0.2
H 1.56339 -9.04888 -2.11152 0.2 -0.1 -0.2
H 1.26968 -8.90442 -3.85483 -0.1 -0.2 0.0
H 1.22688 -10.51211 -3.05603 -0.1 0.1 -0.1
H 4.58611 -10.36152 -4.59167 -0.3 0.0 0.0
H 2.97713 -11.85939 -5.69080 -0.3 0.0 -0.2
H 3.01951 -10.26504 -6.48295 -0.3 -0.2 -0.1
H 1.68847 -10.66960 -5.36670 0.2 0.0 0.0
C -6.04820 4.42753 -2.05206 -0.5 1.5 -0.8
O -5.08619 3.96931 -1.44802 0.5 -0.1 0.1
N -6.15407 5.71798 -2.52486 0.1 -2.1 0.7
C -7.32820 6.18545 -3.23203 0.0 0.1 0.0
C -5.05635 6.63742 -2.30814 0.3 -0.1 0.2
H -6.93662 3.81293 -2.26987 0.0 0.2 0.0
H -7.03098 6.51686 -4.23118 -0.2 0.0 0.1
H -7.76234 7.02470 -2.68123 -0.1 -0.1 -0.2
H -8.07504 5.39216 -3.32449 0.2 0.1 0.1
H -4.15417 6.23086 -2.77510 0.0 0.2 0.1
H -4.88210 6.73633 -1.23247 0.0 0.2 -0.2
H -5.28320 7.61739 -2.73629 0.0 -0.3 0.1
```
Forces are in eV/Å.

Summary:
Charge: +1
Kohn-Sham gap in eV: 3.841
HOMO in Ha: -0.2999

=====

(2)
Entry from the Open Molecules 2025 dataset: C3Cl4O3 in the gas phase at a distorted geometry (ωB97M-V/def2-TZVPD).

```
10
Properties=species:S:1:pos:R:3:forces:R:3
O -0.27821 -2.60502 1.00117 0.4 3.0 -1.0
C -0.13914 -1.47140 0.58694 -0.9 -3.4 1.2
O 0.84683 -1.07643 -0.24288 0.5 0.9 -0.6
C 0.80786 0.34340 -0.33973 0.7 0.1 -0.2
Cl 1.86834 0.99762 0.97411 -0.5 -0.3 -0.8
Cl 1.30638 0.99789 -1.93400 0.0 -0.7 1.2
C -0.67875 0.59292 -0.05816 -1.5 1.3 0.8
Cl -1.69515 0.44154 -1.54669 0.4 -0.2 0.9
Cl -1.04941 2.22002 0.69479 0.3 -1.5 -0.6
O -0.98874 -0.44053 0.86443 0.3 0.6 -0.9
```
Forces are in eV/Å.

Summary:
SMILES string: O=C1OC(Cl)(Cl)C(Cl)(Cl)O1
Charge: 0
Kohn-Sham gap in eV: 11.691
HOMO in Ha: -0.4273

=====

(3)
Entry from the Open Molecules 2025 dataset: C31H51ClP2Re as an isolated structure at a distorted geometry (ωB97M-V/def2-TZVPD).

```
86
Properties=species:S:1:pos:R:3:forces:R:3
Re 0.21519 0.67537 -0.24303 -1.0 -6.5 1.2
C 1.46836 1.89826 -1.45134 0.3 0.8 -0.8
C 0.18944 2.51150 -1.28890 0.1 2.4 -0.6
C 1.10733 2.28123 0.81811 -0.1 1.0 0.6
C 2.04646 1.78462 -0.14289 1.0 0.5 -0.3
C -0.03471 2.75804 0.10989 0.1 2.0 -0.4
C 2.12778 1.54474 -2.74731 0.3 0.0 -0.3
H 1.40029 1.21171 -3.49462 0.1 0.1 0.1
H 2.84987 0.73539 -2.60108 -0.1 0.2 -0.1
H 2.68499 2.39131 -3.18052 -0.3 -0.2 0.2
C 3.47870 1.49399 0.17103 0.2 -0.8 0.3
H 4.00448 1.04916 -0.67734 -0.1 0.0 0.1
H 3.54863 0.80142 1.01784 0.1 0.1 -0.2
H 4.03581 2.39598 0.46299 -0.4 0.0 -0.2
C 1.36030 2.37284 2.28995 0.0 -0.4 0.3
H 1.70597 3.36630 2.59339 -0.1 0.0 -0.2
H 2.13536 1.65379 2.58728 -0.3 0.2 0.0
H 0.44781 2.15018 2.85238 0.1 0.1 0.0
C -1.17555 3.54696 0.67673 -0.2 0.0 0.2
H -0.94895 4.62742 0.66402 0.1 -0.4 -0.1
H -1.35863 3.26456 1.71502 0.0 0.1 -0.1
H -2.09887 3.39227 0.10808 0.2 0.0 0.1
C -0.67226 3.06136 -2.39924 0.0 -0.3 -0.1
H -0.22664 3.98583 -2.81925 0.0 -0.5 0.4
H -1.67016 3.30579 -2.03538 0.2 0.0 -0.1
H -0.77852 2.33998 -3.21270 0.0 0.1 0.0
C -2.48801 -1.07896 -2.37555 0.0 -0.3 0.3
C -1.97759 -0.16215 -3.19173 0.3 0.2 0.0
C -2.81275 0.63971 -4.14461 0.3 0.2 -0.4
C -3.77553 1.71843 -3.57237 -0.1 0.7 0.0
C -3.89605 1.89880 -2.07604 -0.2 -0.3 0.1
C -4.41374 0.95045 -1.28787 0.1 0.1 -0.3
C -4.94789 -0.35213 -1.84468 -0.4 0.1 0.5
C -3.95298 -1.42365 -2.34999 0.2 -0.6 0.1
H -3.42399 -0.02916 -4.76306 0.3 -0.1 0.1
H -4.76819 1.49503 -3.99064 0.2 0.2 0.2
H -2.12271 1.14008 -4.83696 -0.2 -0.1 0.0
H -4.28089 -1.70573 -3.36043 0.3 0.0 0.2
H -1.83785 -1.68513 -1.72568 -0.1 0.3 -0.3
H -0.89241 -0.01691 -3.26884 -0.3 -0.1 0.2
H -4.07497 -2.32740 -1.73825 0.0 0.2 -0.2
H -5.55035 -0.81350 -1.04882 0.0 0.1 -0.3
H -4.56781 1.11717 -0.21818 0.1 0.1 -0.3
H -5.63766 -0.14282 -2.67421 0.1 0.1 0.3
H -3.47040 2.68813 -3.99016 -0.2 -0.3 0.0
H -3.65577 2.89475 -1.68398 -0.1 -0.5 0.0
P 1.28486 -1.66955 -1.24124 0.7 -1.0 -0.8
C 3.13324 -1.91034 -1.27882 0.0 0.1 0.1
H 3.34150 -2.84749 -1.82742 -0.3 0.5 0.2
H 3.61050 -2.00734 -0.30103 -0.2 0.1 -0.1
H 3.60728 -1.08591 -1.81455 0.0 -0.1 0.0
C 0.82067 -3.30255 -0.48509 -0.3 0.3 0.1
H 1.48787 -4.10477 -0.84676 -0.2 0.5 0.0
H -0.21308 -3.57631 -0.73910 0.2 0.1 0.1
H 0.91699 -3.23997 0.60643 0.0 0.0 -0.2
C 1.05651 -2.02546 -3.05690 -0.3 0.2 0.2
H 0.01390 -2.26698 -3.28710 0.2 0.1 0.0
H 1.69638 -2.86625 -3.37249 -0.3 0.3 0.4
H 1.35163 -1.14621 -3.64000 -0.1 -0.1 0.1
P -1.43724 -0.41664 1.63857 -1.0 -0.1 1.1
C -2.61813 0.89232 2.20983 0.1 0.2 -0.1
H -3.49749 0.46047 2.71850 0.5 0.0 -0.2
H -2.96312 1.47475 1.34812 0.0 -0.1 0.2
H -2.11374 1.57578 2.91309 -0.2 -0.3 -0.3
C -2.59810 -1.79516 1.22599 0.1 -0.1 -0.3
H -3.44237 -1.42241 0.63199 0.3 -0.1 0.0
H -3.00724 -2.26267 2.13957 0.3 0.4 -0.3
H -2.06113 -2.56360 0.65586 -0.2 0.1 0.1
C -0.88694 -1.04499 3.31489 0.1 0.1 -0.1
H -1.76642 -1.29292 3.94487 0.3 0.3 -0.6
H -0.29779 -0.29344 3.85815 -0.1 -0.1 -0.2
H -0.29145 -1.95972 3.22459 -0.1 0.2 -0.1
Cl 5.38466 -1.33903 1.72044 0.5 0.1 -0.4
C 4.62095 -1.60294 3.22582 -1.2 -0.7 0.9
C 5.33723 -1.99746 4.34296 0.0 0.0 -0.2
C 4.69152 -2.27354 5.55643 0.1 0.1 -0.5
C 3.29915 -2.19124 5.62376 -0.3 -0.1 0.2
C 2.55291 -1.80297 4.53158 0.6 0.2 -0.5
C 3.19113 -1.49363 3.28577 0.5 0.0 0.9
C 2.41967 -1.07963 2.20353 -0.6 0.0 -0.1
H 6.40325 -2.13690 4.23549 0.1 0.1 0.2
H 5.28678 -2.56958 6.41770 -0.2 0.0 -0.2
H 2.78206 -2.47801 6.53159 0.1 0.1 0.0
H 1.46156 -1.79133 4.55488 0.4 0.1 0.2
H 1.43204 -0.67126 2.40858 0.1 -0.3 -0.2
H 2.71503 -1.28013 1.19053 0.1 0.4 -0.1
```
Forces are in eV/Å.

Summary:
Charge: +2
Multiplicity: 4
Kohn-Sham gap (alpha / beta) in eV: 5.402 / 6.072
HOMO (alpha / beta) in Ha: -0.4541 / -0.5041